Record 1
{
  "formula": "C8H12HgO5",
  "method": "wB97M-V/def2-TZVPD",
  "homo_energy_ev": [-14.721, -14.721],
  "homo_lumo_gap_ha": [0.306, 0.149],
  "total_charge": 2,
  "spin_multiplicity": 3,
  "e_lumo_ev": [-6.404, -10.666],
  "species": ["O", "C", "O", "O", "Hg", "C", "C", "H", "H", "H", "H", "C", "C", "C", "C", "O", "C", "O", "H", "H", "H", "H", "H", "H", "H", "H"],
  "xyz": [[-1.562, -2.611, -0.029], [-0.356, -3.065, -0.316], [0.712, -2.437, 0.136], [-0.221, -4.124, -0.902], [-1.663, -6.463, -1.650], [-3.322, -0.372, -2.577], [-2.373, 0.241, -1.862], [-4.345, -0.463, -2.205], [-3.111, -0.777, -3.570], [-1.344, 0.314, -2.224], [-2.587, 0.650, -0.872], [0.612, -1.371, 1.024], [1.297, -0.252, 0.825], [1.248, 0.875, 1.815], [0.945, 2.235, 1.229], [2.150, 2.735, 0.496], [2.783, 3.721, 0.874], [3.793, 4.179, 0.295], [0.034, -1.592, 1.926], [1.935, -0.161, -0.057], [-2.302, -3.105, -0.410], [2.197, 0.934, 2.370], [0.464, 0.687, 2.563], [0.719, 2.976, 2.002], [0.168, 2.225, 0.461], [4.129, 5.021, 0.659]],
  "forces_ev_per_angstrom": [[0.41, 1.69, 0.88], [-1.02, -1.87, 0.03], [-0.31, 0.35, -0.23], [0.27, -0.67, -0.70], [0.43, 0.50, 0.13], [0.34, 0.23, 0.20], [-0.27, -0.46, -0.09], [0.30, 0.07, -0.15], [-0.08, 0.12, 0.32], [-0.32, 0.08, 0.03], [0.04, -0.07, -0.31], [-0.10, 0.52, 0.36], [-0.18, -0.46, -0.25], [0.21, -0.11, 0.31], [-0.74, -0.14, 0.40], [0.48, 0.09, -0.27], [-0.36, -0.02, 0.09], [0.24, 0.08, -0.24], [0.01, 0.16, -0.38], [-0.23, -0.02, 0.17], [0.58, -0.08, -0.15], [-0.21, 0.03, -0.04], [0.17, 0.05, -0.14], [0.05, -0.14, -0.19], [0.20, 0.02, 0.14], [0.11, 0.04, 0.08]]
}

***

Record 2
{
  "formula": "C23H33InNOP2",
  "method": "wB97M-V/def2-TZVPD",
  "homo_energy_ev": -8.289,
  "homo_lumo_gap_ha": 0.162,
  "total_charge": 1,
  "e_lumo_ev": -3.871,
  "species": ["C", "C", "C", "C", "C", "C", "C", "C", "C", "C", "C", "C", "C", "H", "H", "H", "H", "H", "H", "H", "N", "In", "C", "H", "H", "C", "H", "H", "P", "P", "C", "H", "H", "H", "C", "H", "H", "H", "C", "H", "H", "H", "C", "H", "H", "H", "H", "H", "C", "C", "C", "O", "C", "H", "H", "H", "H", "H", "H", "H", "H"],
  "xyz": [[-1.753, 2.991, -3.732], [-1.452, 1.704, -3.295], [-0.103, 1.228, -3.447], [0.927, 2.200, -3.541], [0.609, 3.495, -3.960], [-0.726, 3.869, -4.130], [2.266, 1.787, -3.018], [2.555, 0.351, -3.314], [1.452, -0.536, -3.250], [1.710, -1.907, -2.906], [3.006, -2.402, -3.041], [4.067, -1.539, -3.367], [3.849, -0.164, -3.451], [-2.792, 3.321, -3.719], [1.420, 4.200, -4.164], [-0.985, 4.855, -4.516], [3.067, 2.455, -3.342], [3.192, -3.459, -2.844], [5.067, -1.949, -3.515], [4.678, 0.530, -3.618], [0.167, -0.099, -3.365], [0.355, 0.274, 0.347], [-2.435, 0.830, -2.548], [-2.329, -0.201, -2.908], [-3.465, 1.192, -2.673], [0.583, -2.720, -2.315], [-0.337, -2.491, -2.867], [0.816, -3.793, -2.348], [-2.052, 0.776, -0.719], [0.232, -2.269, -0.538], [1.456, -3.292, 0.354], [1.255, -3.231, 1.432], [1.382, -4.336, 0.023], [2.467, -2.918, 0.156], [-1.315, -3.199, -0.249], [-1.100, -4.277, -0.234], [-1.746, -2.907, 0.716], [-2.039, -2.983, -1.044], [-2.536, 2.447, -0.167], [-3.571, 2.650, -0.483], [-2.465, 2.494, 0.930], [-1.865, 3.197, -0.602], [-3.426, -0.220, -0.052], [-3.301, -0.317, 1.034], [-4.375, 0.298, -0.259], [-3.439, -1.219, -0.505], [2.171, 1.834, -1.873], [1.781, 1.068, -0.229], [0.579, 1.800, 4.205], [0.446, 0.346, 4.689], [-0.109, -0.452, 3.509], [-0.467, 0.515, 2.445], [-0.331, 1.892, 2.986], [0.286, 2.526, 4.964], [1.616, 2.017, 3.923], [-0.272, 0.299, 5.511], [1.394, -0.063, 5.044], [0.639, -1.163, 3.120], [-1.027, -1.004, 3.755], [-1.347, 2.228, 3.237], [0.072, 2.550, 2.203]],
  "forces_ev_per_angstrom": [[0.45, 0.22, 0.31], [0.49, -0.08, -0.20], [0.11, 0.24, 0.45], [-0.50, 0.66, -0.36], [-0.02, -0.45, 0.09], [-0.45, -0.06, -0.03], [-0.15, -0.10, 0.23], [0.71, -0.60, -0.14], [0.12, 0.04, 0.43], [0.06, 0.38, -0.32], [0.18, 0.44, 0.28], [0.03, -0.45, -0.08], [-0.59, 0.09, 0.08], [0.21, 0.06, -0.01], [-0.29, -0.13, 0.16], [0.11, -0.26, 0.12], [-0.04, -0.02, 0.16], [0.05, 0.22, -0.08], [-0.29, 0.14, 0.07], [-0.18, -0.26, 0.15], [-0.84, -0.63, 1.97], [-0.59, -0.64, -1.84], [0.83, -0.17, -0.72], [-0.23, 0.11, 0.13], [0.18, -0.14, 0.26], [0.32, 0.84, -0.72], [0.07, -0.19, 0.17], [-0.18, 0.19, 0.20], [-0.40, 0.63, -0.47], [0.27, -0.75, -0.42], [0.03, 0.19, 0.24], [0.14, -0.13, -0.20], [0.01, 0.28, 0.09], [-0.17, -0.07, 0.01], [-0.20, 0.24, 0.37], [-0.05, 0.31, -0.07], [-0.04, -0.20, -0.17], [0.19, -0.06, 0.17], [0.12, 0.08, 0.19], [0.34, -0.01, 0.12], [-0.12, 0.08, -0.31], [-0.17, -0.16, 0.03], [0.14, -0.22, 0.32], [-0.16, -0.05, -0.22], [0.30, -0.20, 0.01], [-0.05, 0.29, 0.13], [0.40, 0.26, -0.98], [-0.31, 0.02, 0.52], [0.35, -0.12, -0.44], [-0.51, 0.09, 0.29], [-0.02, -0.25, -0.17], [0.80, 0.28, 0.43], [-0.40, -0.01, 0.05], [0.01, -0.10, -0.04], [-0.23, -0.03, 0.02], [0.16, -0.03, -0.03], [-0.14, 0.09, -0.08], [-0.31, 0.33, -0.12], [0.31, 0.20, -0.08], [0.29, -0.13, -0.02], [-0.13, -0.31, 0.10]]
}

***

Record 3
{
  "formula": "C5H6N4",
  "method": "wB97M-V/def2-TZVPD",
  "homo_energy_ev": -10.112,
  "homo_lumo_gap_ha": 0.393,
  "smiles": "C=C[C@@H]1Cn2nnnc21",
  "total_charge": 0,
  "e_lumo_ev": 0.585,
  "species": ["C", "C", "C", "C", "N", "N", "N", "N", "C", "H", "H", "H", "H", "H", "H"],
  "xyz": [[-2.591, -0.362, -0.224], [-1.274, -0.716, -0.335], [-0.221, -0.222, 0.560], [0.330, 1.225, 0.141], [1.504, 0.518, -0.319], [2.916, 0.573, -0.374], [3.262, -0.621, -0.127], [2.229, -1.450, 0.184], [1.204, -0.661, 0.168], [-2.999, 0.427, 0.467], [-3.421, -0.773, -0.848], [-0.962, -1.381, -1.151], [-0.404, -0.230, 1.584], [0.538, 1.943, 0.972], [-0.111, 1.730, -0.698]],
  "forces_ev_per_angstrom": [[0.41, 0.09, -0.16], [-3.22, -0.11, -0.32], [1.27, 1.11, -2.06], [0.05, 0.77, 0.72], [3.14, 0.35, 0.71], [-1.39, 0.40, -0.48], [0.55, -0.08, -0.52], [0.08, -0.80, 1.18], [-1.20, -0.18, -0.55], [0.89, -0.99, -0.32], [1.19, 0.23, 0.22], [-0.25, 0.12, 0.49], [-0.51, -0.40, 1.75], [-0.23, -0.72, -0.57], [-0.78, 0.21, -0.10]]
}

***

Record 4
{
  "formula": "C27H36N3O4PRuSi",
  "method": "wB97M-V/def2-TZVPD",
  "homo_energy_ev": [-11.257, -11.071],
  "homo_lumo_gap_ha": [0.295, 0.255],
  "total_charge": 1,
  "spin_multiplicity": 2,
  "e_lumo_ev": [-3.240, -4.140],
  "species": ["Ru", "O", "C", "C", "C", "C", "C", "C", "C", "O", "N", "O", "O", "H", "H", "H", "H", "N", "C", "C", "C", "C", "C", "C", "C", "C", "N", "C", "H", "H", "H", "H", "H", "H", "H", "H", "C", "C", "P", "C", "C", "C", "C", "H", "H", "H", "H", "H", "H", "H", "H", "H", "H", "H", "H", "H", "H", "H", "C", "Si", "C", "C", "C", "C", "H", "H", "H", "H", "H", "H", "H", "H", "H"],
  "xyz": [[0.175, 0.235, -0.404], [-1.596, 0.521, -1.579], [-2.151, 1.620, -1.747], [-1.671, 2.899, -1.345], [-2.524, 3.992, -1.609], [-2.125, 5.259, -1.303], [-0.862, 5.510, -0.747], [-0.014, 4.470, -0.496], [-0.385, 3.129, -0.772], [0.483, 2.207, -0.510], [-3.030, 6.381, -1.574], [-4.115, 6.122, -2.055], [-2.633, 7.493, -1.297], [-3.110, 1.612, -2.278], [-3.497, 3.833, -2.054], [-0.581, 6.530, -0.526], [0.965, 4.636, -0.069], [-0.540, -1.774, -0.484], [-1.159, -2.189, 0.762], [-1.445, -3.491, 1.051], [-2.055, -3.824, 2.278], [-2.369, -2.852, 3.182], [-2.068, -1.497, 2.908], [-2.333, -0.439, 3.807], [-1.974, 0.835, 3.475], [-1.340, 1.065, 2.242], [-1.091, 0.106, 1.378], [-1.447, -1.171, 1.690], [-1.258, -1.681, -1.205], [0.114, -2.491, -0.787], [-1.206, -4.273, 0.340], [-2.275, -4.861, 2.492], [-2.844, -3.104, 4.121], [-2.816, -0.653, 4.753], [-2.154, 1.667, 4.140], [-1.013, 2.060, 1.964], [2.594, -2.718, -1.265], [3.088, -1.349, -1.717], [1.830, -0.053, -1.998], [2.812, 1.473, -2.235], [4.223, 1.331, -2.802], [1.085, -0.469, -3.623], [1.995, -0.470, -4.848], [3.426, -3.421, -1.234], [1.857, -3.144, -1.953], [2.187, -2.665, -0.252], [3.646, -1.436, -2.652], [3.771, -0.946, -0.967], [2.847, 1.947, -1.253], [2.202, 2.129, -2.863], [4.875, 0.792, -2.116], [4.656, 2.321, -2.947], [4.246, 0.819, -3.763], [0.262, 0.238, -3.761], [0.612, -1.451, -3.502], [2.407, 0.521, -5.036], [1.431, -0.763, -5.733], [2.824, -1.169, -4.744], [5.512, 0.522, 1.992], [4.081, -0.462, 2.688], [4.467, -2.292, 2.669], [3.644, 0.112, 4.411], [2.629, -0.194, 1.579], [1.690, -0.039, 0.813], [6.400, 0.413, 2.617], [5.269, 1.585, 1.939], [5.771, 0.186, 0.986], [5.326, -2.514, 3.306], [4.705, -2.635, 1.660], [3.621, -2.877, 3.033], [4.480, -0.038, 5.096], [2.787, -0.440, 4.800], [3.391, 1.174, 4.416]],
  "forces_ev_per_angstrom": [[0.43, -0.51, 0.49], [0.09, 0.03, -0.11], [0.04, -0.12, 0.02], [-0.07, 0.07, -0.04], [0.04, 0.08, 0.02], [-0.05, -0.09, -0.04], [0.05, -0.06, 0.02], [-0.01, 0.08, 0.01], [0.09, -0.03, 0.10], [-0.11, -0.01, 0.04], [-0.06, 0.02, -0.01], [0.02, 0.00, 0.00], [0.01, -0.01, 0.00], [-0.03, -0.01, 0.01], [-0.01, 0.00, 0.00], [0.00, 0.01, 0.00], [0.01, 0.00, 0.00], [0.14, -0.04, -0.13], [0.02, -0.10, 0.09], [0.05, 0.09, -0.07], [-0.04, -0.04, 0.04], [-0.02, 0.01, 0.02], [0.01, 0.00, 0.00], [-0.01, 0.04, -0.01], [-0.03, -0.03, 0.05], [0.08, -0.08, -0.09], [-0.11, 0.55, -0.09], [-0.10, 0.03, 0.08], [0.05, -0.07, 0.00], [0.03, 0.08, -0.04], [0.00, 0.00, -0.02], [0.00, 0.00, 0.01], [0.00, -0.01, 0.01], [0.01, 0.00, 0.01], [-0.01, 0.00, 0.00], [0.00, 0.00, -0.01], [-0.04, 0.01, 0.04], [0.04, 0.05, 0.06], [-0.21, 0.20, -0.27], [-0.04, -0.03, 0.00], [0.00, -0.01, 0.00], [0.03, -0.01, 0.02], [0.00, 0.00, 0.01], [0.00, 0.00, -0.01], [-0.03, 0.02, 0.01], [-0.04, 0.02, -0.05], [0.04, 0.01, 0.02], [-0.03, -0.01, -0.03], [-0.01, 0.00, 0.01], [-0.02, 0.00, 0.01], [0.01, -0.01, 0.00], [0.00, 0.01, 0.00], [0.00, -0.01, 0.00], [0.01, 0.00, 0.02], [0.00, 0.02, 0.02], [0.00, 0.00, -0.01], [0.00, 0.00, 0.00], [0.01, 0.00, 0.00], [-0.05, -0.03, 0.01], [0.07, 0.02, 0.06], [-0.04, 0.04, -0.01], [0.01, -0.02, -0.06], [-0.01, -0.05, 0.03], [-0.20, -0.12, -0.25], [0.00, -0.01, 0.01], [-0.01, 0.01, 0.00], [-0.01, -0.01, 0.00], [0.01, 0.01, 0.01], [0.00, 0.00, -0.02], [-0.01, 0.00, 0.00], [0.01, 0.00, 0.00], [-0.01, -0.01, 0.00], [0.00, 0.01, -0.01]]
}

***

For the records above, the corresponding largest force on an atom values read 2.1, 2.2, 3.2, 0.8 eV Å⁻¹.
For the records above, the corresponding energy above the lowest of the compared OMol25 structures with the same formula, charge and spin values read 0.000, 0.055, 3.176, 0.000 eV.